Computed, not measured: a gas-phase ion, C26H34N5O5S2 (charge +1), with ωB97M-V/def2-TZVPD.

The geometry in XYZ format:
```
72
Properties=species:S:1:pos:R:3
C -5.733 -3.807 -1.374
C -4.433 -3.086 -1.685
O -4.498 -1.696 -1.321
C -4.323 -1.416 -0.029
O -4.032 -2.204 0.835
N -4.491 -0.076 0.228
C -4.695 0.933 -0.779
C -3.504 1.901 -0.771
N -3.342 2.456 0.578
S -2.054 3.901 0.666
O -2.338 4.368 1.974
O -2.441 4.626 -0.491
C -0.478 3.123 0.527
C 0.091 2.968 -0.726
C 1.389 2.499 -0.809
C 2.097 2.183 0.352
C 3.578 1.937 0.266
O 4.311 2.822 -0.108
N 4.025 0.728 0.723
C 5.455 0.465 0.757
C 5.860 -0.534 -0.334
N 5.294 -0.177 -1.622
C 5.253 -1.318 -2.516
C 5.988 0.942 -2.235
C 3.139 -0.282 0.978
N 1.939 -0.293 0.522
C 1.233 -1.372 0.975
C -0.087 -1.670 0.632
C -0.792 -0.821 -0.381
C -0.671 -2.779 1.217
C 0.039 -3.599 2.091
C 1.361 -3.342 2.402
C 1.948 -2.220 1.844
S 3.573 -1.620 2.044
C 1.503 2.364 1.604
C 0.206 2.830 1.697
C -3.120 1.412 1.587
C -4.296 0.426 1.565
H -5.911 -3.816 -0.302
H -6.567 -3.318 -1.870
H -5.667 -4.833 -1.725
H -4.230 -3.075 -2.757
H -3.599 -3.552 -1.151
H -4.787 0.454 -1.753
H -5.622 1.482 -0.569
H -3.659 2.724 -1.471
H -2.587 1.368 -1.032
H -4.193 2.973 0.825
H -0.465 3.251 -1.606
H 1.871 2.390 -1.767
H 5.724 0.067 1.740
H 5.950 1.426 0.612
H 5.482 -1.524 -0.064
H 6.962 -0.590 -0.354
H 6.252 -1.715 -2.748
H 4.776 -1.017 -3.447
H 4.657 -2.111 -2.065
H 7.057 0.737 -2.390
H 5.882 1.828 -1.615
H 5.532 1.149 -3.201
H -0.503 0.222 -0.263
H -0.488 -1.132 -1.381
H -1.867 -0.947 -0.299
H -1.702 -3.012 0.998
H -0.450 -4.456 2.524
H 1.918 -3.987 3.061
H 2.063 2.156 2.502
H -0.264 3.008 2.650
H -3.031 1.884 2.566
H -2.190 0.892 1.347
H -4.090 -0.427 2.215
H -5.209 0.926 1.909
```

Summary:
LUMO = -0.1288 hartree
net charge = +1
DFT total energy = -2457.30947 Ha
SMILES = CCOC(=O)N1CC[NH+](S(=O)(=O)c2ccc(C(=O)N(CCN(C)C)c3nc4c(C)cccc4s3)cc2)CC1
largest force on an atom = 1.1 eV/Å
E_HOMO = -10.761 eV

Mulliken population analysis, charges in e, atoms 1 to 4: -1.15 -0.18 -0.40 0.72